Record 1
ORCA calculation (ωB97M-V with the def2-TZVPD basis set) on 6 unconnected molecules or ions with the total composition C20H42F3N5O15 at a distorted geometry.

Output
electronic energy: -2488.727287 hartree
HOMO energy: -8.90 eV
Kohn-Sham gap: 8.52 eV

Last column: Löwdin charge in e.
Element x y z (Å)
F 0.475 -1.072 -4.905  0.098
F -1.327 -2.245 -4.966  0.193
F -1.244 -0.341 -5.945  0.189
O 5.158 8.692 -1.267  0.067
O 0.516 -2.859 -1.895  0.078
O 1.753 4.570 0.534  0.054
O 2.165 -4.854 -7.994  0.062
O -4.272 -1.266 7.054  0.069
O 1.076 -6.376 -6.917  0.071
O -1.402 1.566 -0.700  0.040
O 3.825 4.053 0.249  0.069
O -1.625 1.660 -2.962  0.064
O -3.339 -2.131 3.180  -0.213
O 2.663 -2.746 -1.695  0.071
O -3.391 1.442 -1.635  0.218
O -1.327 -0.482 -3.732  0.120
O -3.099 0.400 6.340  0.060
O 3.044 8.989 -0.990  0.060
N 2.857 4.761 0.057  -0.438
N 4.121 9.293 -1.462  -0.440
N -3.871 -0.122 7.120  -0.448
N 1.643 -2.828 -2.349  -0.424
N 1.233 -5.240 -7.317  -0.450
C 3.044 5.942 -0.832  0.038
C -3.991 -3.373 3.002  -0.228
C -1.567 -4.187 3.484  -0.220
C -4.358 0.725 8.245  0.047
C 1.301 -1.876 2.712  -0.206
C -2.982 -4.542 3.015  -0.169
C 2.211 -0.188 1.010  -0.201
C -2.241 1.583 -1.729  -0.575
C 0.764 -3.312 2.863  -0.196
C 0.870 0.451 0.613  -0.191
C 1.797 -2.886 -3.831  0.038
C 2.059 -1.657 1.396  -0.229
C -0.715 -3.476 2.432  -0.206
C 1.036 1.516 -0.472  -0.187
C 0.210 -4.222 -6.948  0.042
C 4.189 10.490 -2.347  0.052
C -0.663 0.697 -3.249  -0.132
C -0.198 2.379 -0.663  -0.144
C -0.875 -1.015 -4.862  -0.751
C -4.209 -1.052 3.485  -0.087
H -3.947 -0.201 2.849  0.090
H 0.838 -3.600 3.918  0.101
H 2.401 -3.760 -4.056  0.111
H -0.772 -4.033 1.487  0.111
H -1.054 -5.113 3.775  0.111
H -4.859 1.584 7.808  0.100
H 0.471 -1.165 2.797  0.103
H -3.380 -5.301 3.699  0.103
H 4.890 11.182 -1.893  0.102
H 2.896 -0.119 0.154  0.107
H -4.732 -3.516 3.803  0.116
H -0.013 1.111 -4.020  0.158
H -5.031 0.130 8.850  0.093
H 1.587 -2.207 0.576  0.083
H -0.314 3.018 0.218  0.125
H -4.543 -3.365 2.049  0.119
H 1.327 1.020 -1.408  0.101
H -5.255 -1.320 3.294  0.087
H 3.194 10.912 -2.421  0.095
H -0.143 3.030 -1.537  0.133
H 2.099 6.466 -0.901  0.089
H 1.993 -1.676 3.539  0.108
H -0.200 -3.823 -7.871  0.106
H -0.105 0.402 -2.361  0.121
H 0.399 0.921 1.487  0.123
H -1.138 -2.484 2.248  0.098
H -2.934 -5.006 2.023  0.105
H 1.867 2.175 -0.202  0.097
H 3.060 -2.095 1.512  0.115
H 0.181 -0.330 0.269  0.117
H -3.485 1.044 8.806  0.099
H 0.720 -3.439 -6.395  0.070
H -0.552 -4.704 -6.347  0.099
H 4.561 10.156 -3.311  0.102
H 0.809 -2.954 -4.270  0.056
H 2.316 -1.982 -4.137  0.104
H 2.655 0.381 1.837  0.118
H 1.389 -3.992 2.275  0.107
H 3.372 5.559 -1.794  0.104
H -4.072 -0.769 4.531  0.048
H 3.817 6.562 -0.387  0.081
H -1.630 -3.554 4.377  0.117

***

Record 2
ORCA calculation (ωB97M-V with the def2-TZVPD basis set) on 5 unconnected molecules or ions with the total composition C20H42F9N2O8 at a distorted geometry.

Output
electronic energy: -2397.377499 hartree
HOMO energy: -3.94 eV
ΔE to the lowest compared entry with this formula, charge and spin: 71.0 kcal/mol
Kohn-Sham gap: 6.00 eV
charge: -1

Last column: Löwdin charge in e.
Element x y z (Å)
F -16.857 6.817 -6.883  0.117
F -14.996 3.251 -0.990  0.169
F -16.817 2.124 -1.430  0.112
F -13.264 7.889 -1.779  0.121
F -18.077 6.168 -8.563  0.145
F -14.316 9.717 -1.364  0.110
F -12.533 9.866 -2.474  0.118
F -16.153 2.294 0.597  0.134
F -16.949 4.815 -7.511  0.125
O -19.434 6.647 -5.694  -0.237
O -12.934 4.388 -2.931  -0.192
O -15.927 8.605 -3.312  -0.246
O -18.550 4.582 -5.384  -0.176
O -17.462 4.942 -1.502  -0.240
O -22.123 4.093 -4.468  -0.202
O -14.051 8.583 -4.679  -0.148
O -16.330 5.217 0.370  -0.088
N -16.230 5.653 -4.237  0.260
N -20.158 5.714 -2.828  0.261
C -19.111 3.214 -5.422  -0.219
C -13.453 9.471 -5.647  -0.271
C -18.392 2.451 -4.323  -0.081
C -17.050 4.249 -0.351  -0.459
C -23.223 4.023 -5.410  -0.070
C -21.190 4.698 -2.321  -0.249
C -13.606 9.084 -2.296  -0.562
C -22.470 4.687 -3.235  -0.194
C -14.975 4.750 -4.147  -0.261
C -15.025 6.112 2.201  -0.077
C -16.207 2.957 -0.549  -0.600
C -12.069 4.744 -1.916  -0.140
C -13.181 8.605 -6.837  -0.086
C -14.358 4.428 -5.449  -0.040
C -21.499 4.832 -0.775  -0.019
C -13.925 5.408 -3.165  -0.141
C -17.721 5.863 -7.334  -0.583
C -15.797 4.915 1.707  -0.245
C -18.981 5.541 -6.379  -0.442
C -14.650 9.167 -3.511  -0.445
H -12.639 4.950 -1.009  0.083
H -11.455 3.867 -1.711  0.086
H -22.984 5.646 -3.296  0.131
H -18.900 1.500 -4.164  0.076
H -20.177 3.129 -5.211  0.088
H -22.872 3.396 -6.230  0.091
H -12.335 7.939 -6.666  0.073
H -17.325 2.362 -4.531  0.077
H -15.080 3.962 -6.120  0.074
H -20.755 3.717 -2.516  0.135
H -12.982 9.304 -7.650  0.068
H -14.047 7.988 -7.074  0.070
H -16.813 5.449 -3.438  0.096
H -18.886 2.681 -6.346  0.113
H -22.439 5.383 -0.745  0.066
H -16.937 5.469 -4.934  0.088
H -14.880 10.221 -3.663  0.126
H -15.086 4.100 1.576  0.096
H -20.758 5.358 -0.174  0.084
H -14.011 5.387 -5.835  0.089
H -20.515 6.649 -2.690  0.167
H -13.498 3.783 -5.271  0.088
H -11.427 5.596 -2.134  0.088
H -15.374 3.864 -3.652  0.129
H -14.401 6.494 1.393  0.076
H -21.788 3.871 -0.350  0.079
H -18.550 2.924 -3.355  0.050
H -13.471 6.344 -3.490  0.110
H -24.180 3.631 -5.063  0.079
H -14.238 10.210 -5.809  0.116
H -14.374 5.666 -2.206  0.117
H -23.138 4.023 -2.686  0.122
H -19.857 5.191 -6.924  0.131
H -14.378 6.096 3.078  0.069
H -19.278 5.553 -2.360  0.098
H -15.992 6.634 -4.199  0.104
H -15.775 6.881 2.388  0.072
H -12.556 9.969 -5.280  0.108
H -19.965 5.551 -3.806  0.095
H -17.964 3.910 0.135  0.129
H -23.495 5.032 -5.720  0.088
H -16.606 4.556 2.344  0.113

***

Record 3
ORCA calculation (ωB97M-V with the def2-TZVPD basis set) on a molecular structure, C20H42InN2O4 at a distorted geometry.

Output
electronic energy: -1387.232558 hartree
HOMO energy: -11.86 eV
ΔE to the lowest compared entry with this formula, charge and spin: 74.9 kcal/mol
Kohn-Sham gap: 4.27 eV
charge: +1

Last column: Löwdin charge in e.
Element x y z (Å)
In 0.640 -1.735 1.181  1.147
O -1.844 -0.705 2.324  -0.152
O -0.673 -3.473 3.360  -0.129
O 2.711 0.325 2.174  -0.119
O -0.210 -2.679 -1.870  -0.068
N 2.403 1.152 1.083  -0.093
N -1.249 -1.806 -1.478  -0.116
C -3.786 -0.301 -1.629  -0.202
C -1.908 -2.862 3.817  -0.174
C 4.728 2.121 0.970  -0.023
C -0.051 0.266 -1.954  -0.061
C 3.651 1.395 0.244  -0.516
C 3.237 2.151 -0.928  -0.193
C 0.335 1.881 2.225  -0.045
C -3.080 -3.193 -2.619  -0.003
C -2.558 -2.524 -1.305  -0.454
C -2.472 0.397 -1.861  -0.114
C -1.482 -0.763 -3.916  0.001
C -3.666 -1.555 -0.867  -0.194
C 4.176 -0.001 -0.221  -0.006
C -1.312 -0.578 -2.326  -0.415
C 1.240 3.011 0.299  -0.099
C 2.459 3.365 -0.605  -0.147
C -2.157 -1.314 3.536  -0.245
C -2.505 -3.479 -0.101  -0.036
C 2.327 3.333 2.531  -0.016
C 1.647 2.286 1.597  -0.529
H -2.181 -2.925 0.780  0.033
H -0.022 1.323 -2.216  0.090
H 1.654 3.785 3.260  0.094
H -3.873 -2.708 -3.188  0.081
H -0.452 2.620 2.376  0.106
H 5.119 0.006 -0.768  0.099
H -4.287 -0.785 -2.467  0.103
H -2.285 -3.390 -3.339  0.072
H -1.314 0.280 -4.187  0.081
H 2.106 3.664 -1.592  0.118
H 2.932 4.119 2.079  0.080
H -2.470 -0.920 -4.348  0.077
H -2.143 0.816 -0.910  0.112
H 3.342 -0.469 -0.744  0.069
H -3.351 -4.126 0.131  0.103
H 3.148 0.983 2.721  0.079
H -1.737 -0.848 4.427  0.139
H 0.772 3.850 0.814  0.125
H -4.561 0.290 -1.141  0.127
H 4.256 -0.721 0.594  0.074
H -2.701 -3.452 3.356  0.139
H -4.633 -2.047 -0.759  0.139
H 0.828 -0.278 -2.301  0.083
H -1.637 -4.116 -0.271  0.081
H -0.535 -3.188 -2.617  0.081
H 4.435 3.128 1.267  0.067
H 4.022 2.154 -1.684  0.145
H -3.612 -4.106 -2.353  0.090
H -3.175 -1.079 3.846  0.127
H 0.108 0.350 -0.879  0.020
H -2.591 1.304 -2.452  0.128
H 5.123 1.632 1.860  0.099
H -3.482 -1.170 0.136  0.106
H 3.083 4.181 -0.242  0.113
H 0.572 1.570 3.243  0.092
H -1.906 -3.079 4.885  0.128
H 3.020 2.895 3.250  0.081
H 2.582 1.520 -1.528  0.109
H 5.563 2.259 0.283  0.106
H 0.581 2.393 -0.309  0.096
H -0.791 -1.504 -4.318  0.077
H -0.109 1.075 1.642  0.035

***

Record 4
ORCA calculation (ωB97M-V with the def2-TZVPD basis set) on 4 unconnected molecules or ions with the total composition C20H42O12P at a distorted geometry.

Output
electronic energy: -2031.495518 hartree
HOMO energy: -4.36 eV
Kohn-Sham gap: 6.49 eV
charge: -1

Last column: Löwdin charge in e.
Element x y z (Å)
P -0.227 -3.899 1.204  0.596
O -4.198 0.917 0.159  0.043
O -4.967 1.228 -1.946  0.117
O 1.820 5.931 -2.755  0.126
O -0.134 -2.230 0.654  -0.303
O 5.061 2.504 -0.650  0.127
O -3.496 2.622 -0.951  0.002
O 3.693 2.336 1.142  0.033
O 5.392 3.655 1.264  -0.019
O 0.545 5.780 -0.894  0.042
O 1.019 -3.515 2.344  -0.316
O -1.606 -4.295 0.093  -0.351
O -0.205 6.909 -2.569  -0.001
C 1.947 -5.588 0.258  -0.226
C 1.786 -6.537 1.192  -0.044
C -4.289 1.546 -1.003  -0.616
C 0.544 -2.354 2.987  -0.301
C -3.431 3.363 -2.167  -0.047
C -3.673 -5.576 -0.173  -0.234
C -4.306 -1.461 -0.431  -0.051
C 0.086 -1.451 1.800  -0.279
C 0.825 6.179 -2.128  -0.616
C 4.741 2.791 0.473  -0.633
C 1.007 -4.467 -0.104  -0.247
C 2.717 5.837 0.236  -0.048
C 1.561 4.991 -0.249  -0.195
C 3.496 -0.010 0.432  -0.058
C 6.588 4.180 0.691  -0.047
C -2.356 -5.342 0.588  -0.406
C 2.876 1.367 0.449  -0.205
C -0.010 7.465 -3.869  -0.047
C -4.959 -0.299 0.283  -0.205
C -4.440 -6.660 0.591  -0.134
H -2.647 -5.161 1.636  0.094
H -0.790 -0.835 2.032  0.100
H -0.955 7.919 -4.154  0.091
H -4.856 -2.382 -0.245  0.068
H 6.943 4.950 1.371  0.091
H 1.898 4.201 -0.920  0.120
H -0.450 -5.188 1.790  0.012
H 0.471 -4.660 -1.035  0.077
H 2.806 -0.724 -0.017  0.085
H 0.789 -6.865 1.460  0.028
H -4.426 3.635 -2.514  0.092
H 1.650 -3.609 -0.312  0.066
H -1.273 -3.395 2.081  0.046
H 3.248 6.296 -0.598  0.079
H 0.253 6.693 -4.589  0.095
H -3.273 -1.599 -0.104  0.086
H 6.394 4.619 -0.286  0.095
H 2.614 -7.005 1.710  0.034
H -2.913 2.786 -2.933  0.098
H -4.374 -6.513 1.669  0.063
H 4.426 -0.023 -0.135  0.075
H -4.261 -4.662 -0.242  0.082
H 3.728 -0.338 1.446  0.087
H 2.661 1.723 -0.558  0.119
H -4.281 -1.288 -1.507  0.078
H -5.004 -0.497 1.353  0.121
H -5.980 -0.131 -0.063  0.118
H -4.042 -7.651 0.371  0.064
H 2.363 6.644 0.881  0.084
H -2.863 4.264 -1.948  0.088
H -1.815 -6.300 0.507  0.109
H 1.936 1.342 0.997  0.116
H 7.341 3.398 0.605  0.097
H 2.860 -5.636 -0.339  0.077
H 0.944 -0.784 1.657  0.074
H -0.232 -2.570 3.729  0.085
H 1.063 4.517 0.594  0.129
H -5.499 -6.673 0.324  0.057
H 0.765 8.229 -3.841  0.096
H 3.423 5.225 0.797  0.065
H 1.384 -1.939 3.555  0.099
H -3.436 -5.932 -1.176  0.102

***

> Number 4 is which compound?

C20H42O12P